[1]
A 2-piece molecular cluster, C24H44FN7O2 overall in a non-equilibrium geometry, computed with wB97M-V/def2-TZVPD.

CARTESIAN COORDINATES (ANGSTROEM)
C1 2.057 -0.760 -1.460
C2 0.939 -0.062 -2.375
C3 -0.156 -1.163 -2.739
C4 -1.511 -0.946 -2.002
F1 -2.168 0.252 -2.416
C5 -1.391 -1.154 -0.427
N1 -2.624 -1.936 -0.034
C6 -3.470 -1.667 -1.154
N2 -4.701 -1.236 -1.139
C7 -5.450 -0.959 -2.384
C8 -6.376 0.341 -2.305
N3 -7.741 0.017 -2.812
N4 -6.552 0.881 -0.939
N5 -5.836 1.456 -3.116
N6 -2.597 -1.946 -2.250
O1 0.418 1.027 -1.607
C9 1.008 2.289 -1.958
C10 -0.136 3.293 -2.375
C11 -1.441 3.168 -1.747
C12 -2.600 3.999 -2.061
C13 -2.433 5.034 -3.073
C14 -1.108 5.188 -3.690
C15 0.038 4.357 -3.366
H1 2.941 -1.044 -2.086
H2 1.662 -1.683 -0.966
H3 2.408 -0.068 -0.653
H4 1.424 0.231 -3.339
H5 0.221 -2.182 -2.446
H6 -0.322 -1.113 -3.850
H7 -1.580 -0.125 -0.013
H8 -0.403 -1.622 -0.206
H9 -2.971 -1.608 0.870
H10 -5.119 -1.101 -0.214
H11 -4.734 -0.760 -3.229
H12 -6.071 -1.852 -2.643
H13 -8.334 -0.150 -1.991
H14 -8.150 0.862 -3.227
H15 -6.859 0.175 -0.268
H16 -5.723 1.372 -0.596
H17 -6.040 2.327 -2.617
H18 -6.296 1.503 -4.026
H19 -2.983 -1.832 -3.189
H20 1.449 2.704 -1.003
H21 1.822 2.228 -2.721
H22 -1.572 2.354 -0.998
H23 -3.558 3.786 -1.525
H24 -3.308 5.662 -3.355
H25 -1.016 5.985 -4.462
H26 1.046 4.469 -3.822
C16 5.986 -0.535 3.400
C17 4.501 -0.125 3.186
C18 3.816 0.103 4.545
C19 3.501 -1.185 5.298
C20 2.727 -2.156 4.414
C21 3.421 -2.425 3.068
N7 3.814 -1.167 2.362
O2 2.712 -0.626 1.859
C22 4.661 -3.312 3.312
C23 2.501 -3.308 2.203
C24 4.583 1.234 2.465
H27 6.179 -0.896 4.411
H28 6.305 -1.305 2.694
H29 6.667 0.302 3.237
H30 2.874 0.645 4.392
H31 4.436 0.748 5.171
H32 4.425 -1.649 5.659
H33 2.914 -0.952 6.189
H34 2.582 -3.094 4.955
H35 1.725 -1.746 4.242
H36 5.228 -3.453 2.388
H37 4.364 -4.303 3.662
H38 5.337 -2.921 4.070
H39 1.518 -2.860 2.046
H40 2.331 -4.271 2.687
H41 2.953 -3.503 1.227
H42 5.058 1.135 1.484
H43 5.175 1.940 3.051
H44 3.604 1.697 2.326

highest occupied orbital energy (alpha / beta) = -0.391 / -0.400 Eh
orbital gap (alpha / beta) = 7.903 / 8.127 eV
2S+1 = 2
energy = -1574.153331 Eh
total charge = +1
⟨S²⟩ = 0.75



[2]
A 6-piece molecular cluster, C24H44O24P4 overall in a non-equilibrium geometry, computed with wB97M-V/def2-TZVPD.

CARTESIAN COORDINATES (ANGSTROEM)
O1 -6.394 33.528 -4.559
C1 -6.446 32.331 -4.278
C2 -5.237 31.681 -3.831
C3 -5.113 30.415 -3.310
O2 -3.964 29.981 -2.760
C4 -6.342 29.523 -3.191
O3 -6.336 28.411 -2.666
C5 -7.609 30.162 -3.594
C6 -7.698 31.406 -4.089
O4 -8.864 32.097 -4.335
H1 -4.377 32.333 -3.777
H2 -4.101 29.567 -1.905
H3 -8.553 29.679 -3.391
H4 -8.665 33.031 -4.434
O5 -13.462 31.838 4.934
C7 -14.418 31.228 5.382
C8 -15.526 30.715 4.583
C9 -16.615 30.066 4.979
O6 -17.508 29.560 4.082
C10 -16.915 29.870 6.462
O7 -18.024 29.487 6.940
C11 -15.903 30.344 7.321
C12 -14.711 30.876 6.871
O8 -13.630 31.229 7.631
H5 -15.324 30.957 3.550
H6 -17.581 30.277 3.447
H7 -16.172 30.170 8.352
H8 -12.998 31.438 6.938
C13 -5.788 33.771 0.374
O9 -5.335 34.930 1.110
P1 -4.630 34.860 2.642
O10 -5.343 34.133 3.698
O11 -3.163 34.260 2.395
C14 -2.122 34.409 3.257
O12 -4.206 36.411 2.952
C15 -5.204 37.406 2.722
H9 -5.279 33.674 -0.585
H10 -6.851 33.911 0.176
H11 -5.672 32.930 1.058
H12 -1.205 33.906 2.953
H13 -2.433 33.980 4.210
H14 -1.948 35.475 3.403
H15 -6.146 37.296 3.259
H16 -5.522 37.493 1.683
H17 -4.739 38.357 2.983
C16 -12.230 30.667 1.995
O13 -11.443 29.520 1.627
P2 -9.941 29.951 1.119
O14 -9.229 30.490 2.287
O15 -9.426 28.576 0.434
C17 -8.065 28.355 0.076
O16 -10.296 30.998 -0.050
C18 -9.294 31.809 -0.522
H18 -12.963 30.423 2.764
H19 -12.792 31.091 1.163
H20 -11.811 31.558 2.464
H21 -7.666 29.155 -0.549
H22 -8.000 27.524 -0.626
H23 -7.344 28.321 0.893
H24 -9.590 32.857 -0.498
H25 -9.314 31.561 -1.583
H26 -8.355 31.424 -0.125
C19 -11.979 34.812 0.945
O17 -11.140 35.705 1.647
P3 -9.675 36.069 1.059
O18 -8.951 37.248 1.681
O19 -8.847 34.693 1.142
C20 -8.693 34.010 2.402
O20 -9.928 36.161 -0.564
C21 -10.603 37.355 -0.980
H27 -12.845 35.400 0.642
H28 -12.284 34.071 1.684
H29 -11.550 34.313 0.076
H30 -7.976 34.566 3.006
H31 -8.270 33.048 2.114
H32 -9.574 33.803 3.010
H33 -10.532 38.208 -0.306
H34 -11.690 37.290 -0.936
H35 -10.449 37.566 -2.038
C22 -2.825 31.057 2.121
O21 -3.201 29.742 2.226
P4 -4.256 29.118 1.119
O22 -3.815 29.007 -0.301
O23 -4.741 27.666 1.670
C23 -4.906 26.444 0.954
O24 -5.610 29.975 1.378
C24 -6.157 30.100 2.703
H36 -2.745 31.699 2.998
H37 -3.493 31.630 1.479
H38 -1.845 31.000 1.647
H39 -5.991 26.382 0.871
H40 -4.561 25.605 1.559
H41 -4.552 26.418 -0.077
H42 -5.367 30.139 3.453
H43 -6.804 29.225 2.776
H44 -6.704 31.043 2.703

SMILES = O=C1C=C(O)C(=O)C=C1O.O=C1C=C(O)C(=O)C=C1O.COP(=O)(OC)OC.COP(=O)(OC)OC.COP(=O)(OC)OC.COP(=O)(OC)OC
highest occupied orbital energy = -0.354 Eh
orbital gap = 7.590 eV
energy = -4112.274905 Eh
total charge = 0
ΔE to the lowest compared entry with this formula, charge and spin = 0.0 kcal per mole



[3]
C24H45CaNP2Si as an isolated structure in a non-equilibrium geometry, computed with wB97M-V/def2-TZVPD.

CARTESIAN COORDINATES (ANGSTROEM)
P1 0.539 -1.891 -2.187
P2 0.842 2.727 -1.681
C1 0.281 -0.196 -2.862
C2 1.264 1.016 -2.459
H1 -0.808 0.034 -3.088
H2 0.549 -0.302 -3.918
H3 2.075 0.607 -1.827
H4 1.772 1.329 -3.395
C3 -0.871 2.970 -2.335
H5 -1.526 3.312 -1.514
H6 -1.347 2.120 -2.892
H7 -0.891 3.747 -3.099
C4 1.779 3.839 -2.803
H8 1.228 4.037 -3.732
H9 2.776 3.441 -3.033
H10 1.916 4.790 -2.267
C5 -0.618 -3.175 -2.688
H11 -0.455 -4.081 -2.083
H12 -0.510 -3.474 -3.734
H13 -1.668 -2.870 -2.547
C6 2.294 -2.214 -2.230
H14 2.852 -1.277 -2.356
H15 2.566 -2.875 -3.061
H16 2.616 -2.697 -1.297
Ca1 -1.578 0.763 -1.287
C7 -0.086 1.566 -5.386
C8 -1.425 1.494 -5.299
C9 -2.268 0.710 -6.239
C10 -1.740 -0.699 -6.597
C11 -1.010 -1.375 -5.499
C12 0.337 -1.448 -5.450
C13 1.257 -0.530 -6.227
C14 0.764 0.917 -6.447
C15 0.092 -1.660 -0.440
H17 0.456 2.340 -4.831
H18 -1.989 2.227 -4.725
H19 -2.403 1.247 -7.196
H20 -3.256 0.608 -5.778
H21 -2.608 -1.330 -6.849
H22 -1.131 -0.633 -7.508
H23 -1.637 -1.973 -4.844
H24 0.850 -2.308 -4.982
H25 1.446 -0.949 -7.231
H26 2.234 -0.516 -5.715
H27 1.669 1.547 -6.517
H28 0.275 0.973 -7.433
H29 0.520 -0.733 -0.012
H30 0.509 -2.524 0.097
H31 -1.013 -1.691 -0.301
C16 -3.309 0.808 0.956
Si1 -1.883 1.439 2.044
C17 -2.231 3.229 2.495
C18 -1.970 0.492 3.674
N1 -0.396 1.248 1.147
C19 0.785 1.487 1.803
C20 2.019 1.165 1.160
C21 3.256 1.398 1.770
C22 3.331 1.952 3.059
C23 2.137 2.283 3.723
C24 0.898 2.067 3.112
H32 -4.203 0.852 1.591
H33 -3.188 -0.251 0.671
H34 -3.545 1.442 0.077
H35 -3.210 3.309 2.992
H36 -1.488 3.667 3.176
H37 -2.253 3.856 1.593
H38 -1.815 -0.586 3.517
H39 -1.229 0.824 4.416
H40 -2.964 0.626 4.133
H41 1.979 0.757 0.146
H42 4.192 1.167 1.251
H43 4.312 2.123 3.523
H44 2.159 2.721 4.727
H45 0.000 2.334 3.669

highest occupied orbital energy = -0.120 Eh
orbital gap = 3.292 eV
energy = -2645.784856 Eh
total charge = 0
ΔE to the lowest compared entry with this formula, charge and spin = 0.0 kcal per mole



[4]
A 9-piece molecular cluster, C24H45Cl12N3 overall in a non-equilibrium geometry, computed with wB97M-V/def2-TZVPD.

CARTESIAN COORDINATES (ANGSTROEM)
C1 0.936 4.742 3.613
C2 1.484 3.337 3.777
C3 1.178 2.677 5.112
C4 1.714 3.404 6.273
N1 2.077 3.991 7.186
H1 1.253 5.232 2.693
H2 1.384 5.346 4.412
H3 -0.147 4.802 3.713
H4 2.568 3.323 3.639
H5 1.045 2.703 3.002
H6 1.553 1.651 5.135
H7 0.102 2.576 5.284
C5 2.869 -0.197 1.908
C6 4.109 -0.869 2.488
C7 5.431 -0.291 1.979
C8 5.572 -0.563 0.544
N2 5.663 -0.754 -0.587
H8 2.823 0.802 2.354
H9 1.982 -0.691 2.296
H10 2.914 -0.131 0.824
H11 4.119 -1.948 2.304
H12 4.089 -0.835 3.581
H13 6.328 -0.673 2.468
H14 5.468 0.790 2.136
C9 -3.654 -0.227 -4.219
C10 -5.074 -0.312 -3.655
C11 -5.071 -0.342 -2.113
C12 -4.338 0.783 -1.516
N3 -3.734 1.648 -1.071
H15 -3.722 -0.143 -5.305
H16 -3.037 -1.075 -3.921
H17 -3.125 0.667 -3.885
H18 -5.625 -1.162 -4.050
H19 -5.606 0.596 -3.945
H20 -4.519 -1.204 -1.729
H21 -6.104 -0.236 -1.784
Cl1 0.864 -3.430 3.287
C13 -0.536 -2.886 4.244
C14 -1.656 -3.923 4.179
Cl2 -2.291 -4.070 2.524
H22 -0.927 -1.933 3.890
H23 -0.208 -2.752 5.273
H24 -2.520 -3.654 4.777
H25 -1.261 -4.917 4.373
Cl3 -0.972 -2.133 -1.204
C15 -0.783 -1.477 0.437
C16 -0.944 0.043 0.506
Cl4 -0.476 0.591 2.146
H26 0.144 -1.830 0.886
H27 -1.558 -1.929 1.054
H28 -1.959 0.352 0.281
H29 -0.260 0.476 -0.223
Cl5 3.692 -4.101 -3.272
C17 3.958 -2.990 -1.897
C18 2.616 -2.620 -1.283
Cl6 1.835 -4.012 -0.505
H30 4.514 -2.110 -2.209
H31 4.593 -3.462 -1.147
H32 1.990 -2.229 -2.084
H33 2.710 -1.857 -0.513
Cl7 -5.137 -5.776 -4.286
C19 -3.591 -5.104 -3.742
C20 -3.768 -3.824 -2.934
Cl8 -4.648 -4.152 -1.415
H34 -3.026 -4.914 -4.653
H35 -3.061 -5.865 -3.174
H36 -4.337 -3.162 -3.588
H37 -2.838 -3.344 -2.651
Cl9 0.377 3.758 -5.213
C21 -1.328 3.381 -4.700
C22 -1.323 3.052 -3.225
Cl10 -0.450 1.520 -2.920
H38 -1.811 2.638 -5.324
H39 -1.814 4.344 -4.851
H40 -2.360 2.873 -2.930
H41 -0.945 3.842 -2.585
Cl11 1.778 5.075 -2.153
C23 2.317 4.502 -0.560
C24 1.811 3.098 -0.281
Cl12 2.653 1.866 -1.238
H42 2.019 5.205 0.218
H43 3.406 4.522 -0.514
H44 0.747 3.054 -0.521
H45 1.862 2.849 0.779

SMILES = CCCC#N.CCCC#N.CCCC#N.ClCCCl.ClCCCl.ClCCCl.ClCCCl.ClCCCl.ClCCCl
highest occupied orbital energy = -0.382 Eh
orbital gap = 10.553 eV
energy = -6628.047257 Eh
total charge = 0
ΔE to the lowest compared entry with this formula, charge and spin = 5.9 kcal per mole



[5]
A 3-piece molecular cluster, C24H45F5N3O9PS2 overall in a non-equilibrium geometry, computed with wB97M-V/def2-TZVPD.

CARTESIAN COORDINATES (ANGSTROEM)
C1 -3.076 -1.616 3.295
C2 -3.909 -1.018 2.162
C3 -3.228 -0.472 0.881
C4 -4.341 -0.482 -0.194
O1 -5.405 0.390 0.200
C5 -6.647 -0.017 -0.107
F1 -7.470 0.966 0.134
F2 -6.758 -0.379 -1.391
F3 -7.025 -1.080 0.610
C6 -2.249 -1.483 0.286
O2 -2.515 -2.619 0.033
N1 -1.000 -0.886 -0.053
C7 -0.858 0.303 0.811
C8 -0.182 -0.144 2.140
C9 0.081 -1.641 2.384
C10 1.239 -2.300 1.639
S1 1.439 -4.012 2.235
N2 0.037 1.250 0.023
C11 1.131 0.611 -0.646
O3 2.225 0.485 -0.262
F4 0.718 0.149 -1.842
C12 0.509 2.474 0.582
O4 1.114 3.294 0.010
F5 0.145 2.592 1.865
C13 -2.372 0.868 0.980
C14 -2.632 1.669 2.284
C15 -3.978 2.417 2.469
O5 -3.732 3.821 2.462
C16 -4.638 2.069 3.829
N3 -5.462 3.090 4.445
P1 -2.670 2.019 -0.477
S2 -2.094 3.865 -0.338
H1 -2.601 -2.547 2.976
H2 -3.753 -1.880 4.115
H3 -2.324 -0.947 3.713
H4 -4.579 -0.242 2.533
H5 -4.558 -1.829 1.809
H6 -3.980 -0.172 -1.183
H7 -4.691 -1.513 -0.295
H8 -1.074 -0.628 -1.038
H9 -0.779 0.220 2.974
H10 0.775 0.376 2.248
H11 0.309 -1.718 3.457
H12 -0.810 -2.254 2.237
H13 2.183 -1.775 1.807
H14 1.052 -2.356 0.566
H15 1.013 -4.618 1.125
H16 -2.543 0.947 3.099
H17 -1.862 2.418 2.438
H18 -4.677 2.154 1.665
H19 -3.871 4.180 1.578
H20 -3.839 1.813 4.537
H21 -5.260 1.177 3.703
H22 -4.891 3.848 4.794
H23 -6.130 3.481 3.792
H24 -2.114 1.326 -1.563
H25 -4.031 1.907 -0.744
C17 3.891 3.734 -1.456
O6 4.802 4.521 -2.209
C18 6.135 4.465 -1.739
C19 6.996 3.561 -2.592
O7 6.570 2.213 -2.531
C20 5.777 1.828 -3.635
H26 2.961 3.686 -2.018
H27 4.269 2.721 -1.294
H28 3.684 4.198 -0.487
H29 6.159 4.126 -0.697
H30 6.547 5.478 -1.775
H31 8.029 3.602 -2.231
H32 6.984 3.915 -3.628
H33 6.385 1.717 -4.540
H34 4.978 2.548 -3.829
H35 5.335 0.866 -3.390
C21 1.823 -5.425 -3.858
O8 2.653 -4.313 -4.130
C22 2.362 -3.174 -3.339
C23 3.320 -3.022 -2.179
O9 3.204 -4.080 -1.246
C24 4.232 -5.046 -1.351
H36 2.255 -6.283 -4.371
H37 1.773 -5.638 -2.787
H38 0.808 -5.261 -4.237
H39 1.334 -3.223 -2.962
H40 2.445 -2.292 -3.983
H41 3.092 -2.089 -1.653
H42 4.347 -2.957 -2.550
H43 5.179 -4.653 -0.967
H44 4.373 -5.373 -2.385
H45 3.936 -5.899 -0.743

SMILES = CC[C@]1(COC(F)(F)F)C(=O)N[C@@](CCCS)(N(C(=O)F)C(=O)F)[C@@]1(C[C@H](O)CN)[PH2]=S.COCCOC.COCCOC
highest occupied orbital energy = -0.334 Eh
orbital gap = 9.187 eV
energy = -3419.905502 Eh
total charge = 0